Record 1
The following is a DFT calculation (ωB97M-V/def2-TZVPD) of one molecule with the formula C3H5NOS3.

Element x y z (Å)
O (2.303, -0.920, -1.303)
C (1.823, -0.281, -0.404)
S (2.075, 1.473, -0.183)
C (0.927, -0.900, 0.656)
S (-0.789, -1.047, 0.085)
C (-1.410, 0.573, 0.521)
N (-2.512, 1.079, 0.208)
S (-3.685, 0.331, -0.744)
H (2.815, 1.621, -1.301)
H (0.971, -0.336, 1.610)
H (1.280, -1.914, 0.844)
H (-0.723, 1.155, 1.131)
H (-3.073, -0.833, -1.122)

Cartesian forces (eV/Å) of the 6 atoms listed first:
-0.189 0.312 0.368
0.166 -0.265 -0.357
0.083 -0.079 -0.174
0.035 0.402 0.567
-0.142 0.293 0.046
0.756 -0.478 0.041

## Properties
highest occupied orbital energy = -8.92 eV
ΔE to the lowest compared entry with this formula, charge and spin = 19.6 kcal per mole
LUMO level = 0.015 Eh
SMILES = O=C(S)CS/C=N\S
electronic energy = -1441.8376 hartree
molar mass = 167.28 g mol⁻¹
HOMO-LUMO gap = 0.3431 hartree


Record 2
The following is a DFT calculation (ωB97M-V/def2-TZVPD) of a 21-piece molecular cluster, C14H68O20P2 overall.

Element x y z (Å)
P (1.952, 1.521, 1.640)
P (-1.127, -0.417, -1.147)
C (0.954, 0.998, 0.124)
C (0.075, -0.203, 0.277)
C (0.265, 3.076, 3.273)
C (4.421, 0.401, 0.978)
C (0.190, -0.160, -3.519)
C (-3.592, -1.084, -0.346)
C (2.662, 2.307, 3.944)
C (3.901, 1.632, 3.260)
C (-2.366, -0.140, -3.294)
C (-2.787, -1.505, -2.707)
C (1.706, 2.805, 2.844)
C (3.462, 0.643, 2.134)
C (-1.002, 0.380, -2.704)
C (-2.471, -1.535, -1.251)
H (0.196, 1.762, -0.106)
H (1.614, 0.927, -0.714)
H (-0.537, -0.147, 1.214)
H (0.745, -1.112, 0.380)
H (-0.312, 3.410, 2.423)
H (-0.202, 2.140, 3.573)
H (0.086, 3.751, 4.093)
H (4.618, 1.263, 0.431)
H (5.413, 0.075, 1.399)
H (4.122, -0.358, 0.302)
H (1.142, 0.179, -3.087)
H (0.387, -1.225, -3.435)
H (0.248, 0.160, -4.551)
H (-4.297, -1.900, -0.259)
H (-3.226, -0.807, 0.606)
H (-4.098, -0.229, -0.779)
H (2.059, 1.563, 4.496)
H (2.962, 3.143, 4.605)
H (4.526, 2.449, 2.830)
H (4.603, 1.130, 4.031)
H (-3.154, 0.555, -2.949)
H (-2.315, -0.166, -4.381)
H (-3.845, -1.685, -2.755)
H (-2.316, -2.376, -3.255)
H (2.117, 3.794, 2.451)
H (3.173, -0.338, 2.555)
H (-1.128, 1.446, -2.617)
H (-2.134, -2.536, -0.983)
O (-7.028, -1.128, 0.472)
H (-7.351, -1.177, 1.429)
H (-6.559, -0.240, 0.343)
O (7.062, 3.441, 2.246)
H (6.255, 3.567, 1.649)
H (6.825, 2.759, 2.955)
O (1.918, 0.114, 6.917)
H (1.535, -0.556, 6.262)
H (1.903, -0.303, 7.839)
O (6.366, -0.468, 5.299)
H (7.105, -0.599, 5.977)
H (6.100, -1.377, 4.943)
O (-3.566, -4.277, -4.972)
H (-3.953, -3.383, -5.247)
H (-3.442, -4.271, -3.968)
O (0.187, -1.922, -6.207)
H (1.016, -1.399, -6.457)
H (-0.622, -1.380, -6.481)
O (-3.491, -4.828, 0.423)
H (-3.808, -5.782, 0.537)
H (-4.259, -4.211, 0.654)
O (-0.643, -4.176, 0.278)
H (-1.644, -4.187, 0.424)
H (-0.245, -3.463, 0.876)
O (-1.969, -0.389, -7.357)
H (-1.312, 0.182, -7.872)
H (-2.488, -0.950, -8.021)
O (-5.840, -3.862, 1.107)
H (-6.533, -4.219, 1.752)
H (-6.095, -2.914, 0.863)
O (2.518, 1.746, -5.490)
H (3.004, 1.790, -4.604)
H (1.887, 2.536, -5.543)
O (2.712, 3.814, -0.431)
H (2.306, 3.098, 0.158)
H (3.716, 3.696, -0.422)
O (-4.422, 1.421, -5.294)
H (-3.702, 2.043, -5.637)
H (-5.198, 1.448, -5.943)
O (-2.569, 1.474, 3.499)
H (-3.150, 0.728, 3.859)
H (-2.796, 2.321, 4.004)
O (6.956, 1.894, 4.572)
H (6.646, 0.932, 4.624)
H (7.867, 1.955, 5.007)
O (1.974, -3.180, 1.648)
H (2.379, -3.064, 0.728)
H (2.632, -3.695, 2.219)
O (5.429, 3.777, -0.231)
H (5.847, 3.027, -0.768)
H (5.790, 4.654, -0.582)
O (-2.430, 2.056, 0.795)
H (-2.546, 2.009, 1.799)
H (-1.732, 1.375, 0.526)
O (-5.697, 1.514, 0.871)
H (-4.772, 1.180, 1.104)
H (-5.619, 2.126, 0.068)
O (-3.206, -4.759, -2.381)
H (-2.792, -5.682, -2.416)
H (-3.150, -4.424, -1.428)

Cartesian forces (eV/Å) of the 6 atoms listed first:
-0.949 -1.277 -2.003
1.618 1.728 2.355
-1.019 1.195 1.190
0.167 -2.954 0.553
-0.161 -1.244 -0.244
1.634 -0.847 2.337

## Properties
highest occupied orbital energy = -5.96 eV
LUMO level = -0.008 Eh
electronic energy = -2761.4795 hartree
molar mass = 618.63 g mol⁻¹
HOMO-LUMO gap = 0.2110 hartree


Record 3
The following is a DFT calculation (ωB97M-V/def2-TZVPD) of C26H54Cl3LaN5O4PSi as an isolated structure.

Element x y z (Å)
C (-3.051, 2.375, -1.890)
C (-2.997, 2.687, -0.423)
H (-4.083, 2.322, -2.262)
H (-2.556, 1.404, -2.089)
H (-2.519, 3.131, -2.499)
C (-4.049, 3.014, 0.369)
C (-5.445, 3.226, -0.091)
H (-3.876, 3.130, 1.439)
H (-5.585, 2.974, -1.151)
H (-5.769, 4.266, 0.074)
H (-6.112, 2.591, 0.511)
La (0.170, -0.139, -0.415)
Cl (1.671, 1.968, -1.278)
Cl (-0.865, -0.785, -2.799)
H (4.642, -3.686, -0.675)
H (5.059, -2.477, -3.072)
C (3.603, -3.756, -1.008)
C (3.978, -2.597, -3.229)
N (3.300, -2.676, -1.942)
H (2.928, -3.678, -0.153)
C (2.375, -1.815, -1.589)
O (1.769, -1.919, -0.476)
H (3.575, -1.735, -3.780)
H (2.109, -1.002, -2.277)
H (3.484, -4.721, -1.500)
H (3.805, -3.525, -3.793)
H (-3.945, -0.286, -0.661)
H (-4.477, 0.237, 1.744)
C (-3.645, -1.311, -0.393)
C (-4.271, -0.826, 1.951)
N (-3.278, -1.339, 1.020)
H (-2.809, -1.620, -1.028)
C (-2.061, -1.690, 1.458)
O (-1.117, -2.038, 0.731)
H (-3.873, -0.928, 2.969)
H (-1.955, -1.577, 2.559)
H (-4.513, -1.968, -0.557)
H (-5.208, -1.394, 1.862)
O (-1.598, 0.997, 0.374)
C (-1.671, 2.360, 0.241)
C (-1.633, 2.273, 2.781)
C (-1.419, 3.009, 1.611)
H (-1.950, 1.230, 2.707)
C (-1.428, 2.869, 4.028)
H (-0.885, 2.736, -0.447)
C (-0.903, 4.308, 1.693)
H (-1.631, 2.294, 4.934)
C (-0.970, 4.187, 4.112)
C (-0.700, 4.903, 2.941)
H (-0.681, 4.823, 0.751)
H (-0.821, 4.663, 5.085)
H (-0.326, 5.930, 2.984)
Si (-1.662, -2.687, -7.085)
Cl (-3.422, -1.581, -7.274)
C (-2.087, -4.152, -6.006)
C (-0.426, -1.534, -6.301)
C (-1.144, -3.221, -8.807)
H (-2.457, -3.809, -5.031)
H (-1.200, -4.778, -5.841)
H (-2.866, -4.769, -6.474)
H (-1.915, -3.846, -9.278)
H (-0.213, -3.804, -8.766)
H (-0.972, -2.351, -9.454)
H (-0.769, -1.185, -5.315)
H (-0.266, -0.656, -6.942)
H (0.537, -2.043, -6.161)
C (3.022, -2.231, 2.332)
N (3.498, -0.853, 2.458)
C (4.818, -0.796, 3.089)
P (2.342, 0.308, 2.688)
O (1.081, 0.007, 1.915)
N (2.144, 0.300, 4.362)
C (1.560, 1.445, 5.044)
C (1.679, -0.964, 4.946)
N (3.036, 1.754, 2.272)
C (4.055, 1.818, 1.218)
C (2.115, 2.885, 2.153)
H (2.876, -2.709, 3.313)
H (3.800, -2.781, 1.791)
H (2.082, -2.256, 1.775)
H (5.449, -1.507, 2.539)
H (5.271, 0.195, 3.025)
H (4.800, -1.109, 4.145)
H (0.518, 1.589, 4.722)
H (1.553, 1.223, 6.118)
H (2.138, 2.360, 4.890)
H (0.848, -1.375, 4.355)
H (2.481, -1.706, 5.029)
H (1.324, -0.745, 5.956)
H (3.734, 1.262, 0.323)
H (4.142, 2.876, 0.945)
H (5.027, 1.457, 1.563)
H (1.511, 2.777, 1.237)
H (1.446, 2.974, 3.013)
H (2.721, 3.795, 2.062)

Cartesian forces (eV/Å) of the 6 atoms listed first:
0.035 -0.034 -0.314
-1.103 0.230 1.409
0.340 -0.028 0.031
-0.247 0.444 0.094
-0.152 -0.247 0.313
1.204 -0.166 -1.068

## Properties
highest occupied orbital energy = -7.96 eV
ΔE to the lowest compared entry with this formula, charge and spin = 7.6 kcal per mole
LUMO level = 0.008 Eh
electronic energy = -3641.2124 hartree
molar mass = 805.07 g mol⁻¹
HOMO-LUMO gap = 0.3003 hartree


Record 4
The following is a DFT calculation (ωB97M-V/def2-TZVPD) of C42H36BrGeN5O2SSeTi as an isolated structure.

Element x y z (Å)
Ti (0.441, -0.191, -0.625)
C (-1.162, 0.955, 4.509)
N (-2.050, 0.868, 3.385)
C (-3.408, 1.031, 3.357)
C (-3.836, 0.768, 2.105)
N (-2.723, 0.429, 1.336)
C (-1.624, 0.524, 2.156)
S (0.009, 0.384, 1.795)
C (-2.788, -0.139, 0.062)
C (-3.961, 0.012, -0.687)
C (-4.120, -0.734, -1.835)
C (-3.144, -1.668, -2.169)
C (-1.987, -1.702, -1.416)
N (-1.756, -0.896, -0.360)
H (-1.732, 1.096, 5.422)
H (-0.461, 1.779, 4.372)
H (-0.579, 0.034, 4.573)
H (-3.974, 1.319, 4.218)
H (-4.836, 0.755, 1.727)
H (-4.727, 0.704, -0.377)
H (-5.012, -0.626, -2.428)
H (-3.279, -2.335, -3.005)
H (-1.220, -2.442, -1.633)
Br (0.187, 6.485, -1.659)
C (0.178, 4.607, -1.403)
C (-0.862, 4.006, -0.710)
C (-0.839, 2.640, -0.485)
C (0.206, 1.826, -0.944)
C (1.227, 2.471, -1.664)
C (1.226, 3.838, -1.885)
H (-1.672, 4.606, -0.325)
H (-1.672, 2.227, 0.074)
H (2.073, 1.904, -2.051)
H (2.028, 4.307, -2.433)
O (1.598, -1.330, 0.562)
C (2.539, -0.620, 0.111)
O (2.302, -0.072, -1.020)
C (3.719, -0.208, 0.904)
C (3.337, 1.234, 1.271)
Ge (4.509, 1.991, 2.744)
C (4.542, 0.497, 4.059)
C (3.338, -0.153, 4.313)
C (3.291, -1.259, 5.141)
C (4.449, -1.711, 5.753)
C (5.649, -1.060, 5.528)
C (5.694, 0.035, 4.680)
C (3.545, 3.586, 3.459)
C (2.160, 3.690, 3.470)
C (1.543, 4.764, 4.091)
C (2.308, 5.745, 4.697)
C (3.690, 5.669, 4.658)
C (4.303, 4.595, 4.038)
C (6.240, 2.574, 1.968)
C (7.392, 2.659, 2.741)
C (8.583, 3.093, 2.184)
C (8.628, 3.473, 0.852)
C (7.477, 3.427, 0.083)
C (6.293, 2.978, 0.638)
H (4.630, -0.218, 0.307)
H (3.827, -0.834, 1.790)
H (2.305, 1.263, 1.632)
H (3.377, 1.863, 0.381)
H (2.428, 0.209, 3.849)
H (2.353, -1.767, 5.309)
H (4.418, -2.564, 6.411)
H (6.553, -1.403, 6.008)
H (6.640, 0.525, 4.499)
H (1.550, 2.929, 2.999)
H (0.463, 4.838, 4.108)
H (1.827, 6.564, 5.210)
H (4.295, 6.440, 5.110)
H (5.382, 4.538, 4.015)
H (7.359, 2.397, 3.791)
H (9.474, 3.139, 2.795)
H (9.558, 3.810, 0.420)
H (7.500, 3.747, -0.949)
H (5.396, 2.956, 0.032)
Se (-0.103, 0.667, -3.884)
N (0.164, -0.546, -2.580)
C (1.051, -1.468, -3.030)
C (1.519, -2.594, -2.329)
C (2.460, -3.393, -2.934)
C (2.948, -3.116, -4.226)
C (2.489, -2.050, -4.948)
C (1.527, -1.204, -4.362)
N (0.992, -0.130, -4.940)
H (1.164, -2.833, -1.325)
H (2.836, -4.260, -2.411)
H (3.683, -3.777, -4.654)
H (2.838, -1.829, -5.942)

Cartesian forces (eV/Å) of the 6 atoms listed first:
-2.228 0.933 1.252
0.608 0.124 0.575
0.009 -0.348 -1.089
-0.711 -0.022 -0.451
-0.269 0.136 0.546
0.573 0.313 0.882

## Properties
highest occupied orbital energy = -12.76 eV
total charge = +2
ΔE to the lowest compared entry with this formula, charge and spin = 47.3 kcal per mole
LUMO level = -0.270 Eh
electronic energy = -10345.8838 hartree
molar mass = 954.19 g mol⁻¹
HOMO-LUMO gap = 0.1985 hartree


Record 5
The following is a DFT calculation (ωB97M-V/def2-TZVPD) of FHO2PSn as an isolated structure.

Element x y z (Å)
P (-0.731, 1.597, -0.034)
O (-0.082, 1.861, -1.410)
O (0.249, 0.263, 0.047)
F (0.345, -3.253, 0.754)
Sn (0.120, -1.567, 0.458)
H (0.688, 0.570, -1.132)

Forces on the atoms, in the same order (eV/Å):
2.227 0.382 -3.225
-1.323 0.374 1.264
1.672 6.996 -2.129
1.895 -8.770 1.475
-2.971 -0.111 0.700
-1.500 1.129 1.915

## Properties
highest occupied orbital energy = -13.76 eV
total charge = +1
ΔE to the lowest compared entry with this formula, charge and spin = 43.3 kcal per mole
LUMO level = -0.242 Eh
electronic energy = -806.1934 hartree
molar mass = 201.69 g mol⁻¹
HOMO-LUMO gap = 0.2634 hartree


Record 6
The following is a DFT calculation (ωB97M-V/def2-TZVPD) of one molecule with the formula C13H11ClN2O4S.

Element x y z (Å)
O (-2.699, -1.451, -4.905)
C (-1.871, -0.690, -4.474)
O (-0.973, -0.083, -5.255)
C (-1.738, -0.327, -3.040)
C (-2.610, -0.907, -2.118)
C (-2.529, -0.587, -0.779)
C (-1.568, 0.323, -0.347)
Cl (-1.466, 0.737, 1.305)
C (-0.695, 0.897, -1.260)
S (0.576, 2.065, -0.748)
O (0.015, 3.046, 0.128)
O (1.256, 2.489, -1.935)
N (1.608, 1.082, 0.110)
C (1.813, 1.280, 1.525)
C (1.548, 0.040, 2.340)
C (1.668, 0.078, 3.726)
C (1.404, -1.066, 4.458)
C (1.028, -2.213, 3.774)
N (0.913, -2.262, 2.459)
C (1.166, -1.167, 1.765)
C (-0.776, 0.577, -2.600)
H (-1.105, -0.344, -6.181)
H (-3.349, -1.607, -2.477)
H (-3.199, -1.031, -0.060)
H (2.416, 0.821, -0.427)
H (1.115, 2.069, 1.827)
H (2.828, 1.643, 1.731)
H (1.960, 0.995, 4.218)
H (1.487, -1.067, 5.534)
H (0.808, -3.133, 4.298)
H (1.055, -1.252, 0.692)
H (-0.088, 1.047, -3.284)

Cartesian forces (eV/Å) of the 6 atoms listed first:
-0.012 0.001 0.080
-0.341 -0.327 -0.211
0.470 0.364 -0.161
0.070 0.117 0.314
0.154 0.082 -0.278
0.192 0.171 0.100

## Properties
highest occupied orbital energy = -9.55 eV
LUMO level = -0.007 Eh
SMILES = O=C(O)c1ccc(Cl)c(S(=O)(=O)NCc2cccnc2)c1
electronic energy = -1770.8549 hartree
molar mass = 326.76 g mol⁻¹
HOMO-LUMO gap = 0.3443 hartree